(1)
Below is a gas-phase ion, C8H14N3O (charge +1) in a non-equilibrium geometry, with properties calculated with ωB97M-V with the def2-TZVPD basis set.

Cartesian coordinates (Å):
O  2.7990  0.2527  0.2862
N  0.4396  0.3430  0.0058
N  1.7031  0.8740  -4.0103
N  2.0105  0.2997  -1.7187
C  1.3565  0.7943  -2.7594
C  -0.0005  -1.2069  1.8853
C  1.7268  0.2466  -0.3149
C  -0.2698  0.0324  1.0480
C  1.1832  -2.0019  1.3190
C  -1.2091  2.2837  1.5493
C  -1.9781  1.8352  0.3152
C  -1.4822  0.8312  1.3458
H  2.1970  -1.7560  1.5912
H  1.1811  -1.9488  0.2720
H  1.1801  -3.0388  1.5938
H  -1.8591  2.7032  2.3511
H  0.2197  -0.6700  2.8461
H  2.9197  0.1023  -1.8939
H  0.3195  1.1641  -2.5099
H  -0.2932  2.7113  1.5320
H  1.2870  1.4579  -4.6852
H  -2.3188  0.2373  1.7050
H  -0.9099  -1.8354  1.9701
H  -2.9550  1.8450  0.1568
H  2.6104  0.6023  -4.3984
H  -1.2964  1.7443  -0.5273

- ΔE to the lowest compared entry with this formula, charge and spin: 42.08 kcal per mole
- E_tot: -552.43291 a.u.
- Molar mass: 168.2 g mol⁻¹
- HOMO energy: -13.53 eV
- SMILES string: CC/C(=N\C(=O)NC=[NH2+])C1CC1
- Charge: +1
- Orbital gap: 9.8 eV

=====

(2)
Below is a gas-phase ion, C8H14N3O (charge +1) in a non-equilibrium geometry, with properties calculated with ωB97M-V with the def2-TZVPD basis set.

Cartesian coordinates (Å):
O  0.0793  2.7123  0.6230
N  0.2199  0.2796  -0.0771
N  -2.1084  0.4358  0.1836
N  -1.0623  -1.5862  0.6379
C  1.2087  -0.5395  -0.4056
C  -1.3209  2.6903  0.8755
C  0.0477  -2.4999  0.4468
C  -1.0159  -0.3259  0.2280
C  -2.0960  1.8454  -0.1449
C  2.6177  -0.1027  -0.4876
C  0.5347  2.0096  -0.3952
C  0.8647  -1.9627  -0.7294
H  -3.1261  2.1873  -0.2125
H  -1.5834  1.9858  -1.1093
H  -1.4581  2.2914  1.8870
H  1.6074  2.1187  -0.4616
H  -1.9274  -1.9501  1.0082
H  -2.9891  0.0317  0.4677
H  3.2764  -0.9500  -0.3134
H  -0.3413  -3.4986  0.2431
H  2.8365  0.6788  0.2400
H  0.2536  -2.0082  -1.6367
H  -1.6721  3.7267  0.8594
H  1.7566  -2.5651  -0.8864
H  2.8428  0.2921  -1.4806
H  0.6610  -2.5420  1.3536

- ΔE to the lowest compared entry with this formula, charge and spin: 68.15 kcal per mole
- E_tot: -552.39137 a.u.
- Molar mass: 168.2 g mol⁻¹
- HOMO energy (alpha / beta): -10.28 / -11.60 eV
- Charge: +1
- Orbital gap (alpha / beta): 6.2 / 8.0 eV

=====

(3)
Below is a gas-phase ion, C8H14NO (charge +1) in a non-equilibrium geometry, with properties calculated with ωB97M-V with the def2-TZVPD basis set.

Cartesian coordinates (Å):
O  0.1037  2.4795  -1.3757
N  0.1571  1.9964  -0.2067
C  0.0228  -1.0191  0.3145
C  -1.2878  -0.8825  1.1529
C  -0.0422  0.3128  -2.0726
C  0.0711  2.6989  1.0813
C  1.2999  -1.0906  1.0770
C  -0.2328  -2.3975  -0.4534
C  0.0345  -0.0854  -0.8042
C  -0.0216  1.6636  -2.3577
H  1.4910  -0.2783  1.6772
H  -1.0699  2.7277  1.1595
H  -1.1671  -2.4455  -0.9204
H  2.1007  -1.0423  0.3358
H  1.4321  -1.8496  1.7842
H  -0.1239  2.0537  -3.2912
H  -1.6805  -1.8220  1.4212
H  0.4227  -2.5128  -1.2310
H  -0.0429  -0.3533  -2.9747
H  0.7340  3.5983  0.8880
H  -0.9133  -0.3629  2.0389
H  0.1307  -3.2576  0.1066
H  -1.9963  -0.2972  0.7198
H  0.5779  2.1656  1.9308

- ΔE to the lowest compared entry with this formula, charge and spin: 168.15 kcal per mole
- E_tot: -442.71889 a.u.
- Molar mass: 140.2 g mol⁻¹
- HOMO energy (alpha / beta): -13.08 / -13.21 eV
- Charge: +1
- Orbital gap (alpha / beta): 8.3 / 8.4 eV

=====

(4)
Below is a gas-phase ion, C8H14NO (charge +1) in a non-equilibrium geometry, with properties calculated with ωB97M-V with the def2-TZVPD basis set.

Cartesian coordinates (Å):
O  0.8137  0.8330  -0.7439
N  -1.1618  -1.3361  -1.9057
C  0.6815  0.3770  1.4785
C  0.4691  0.6636  -2.1153
C  1.7441  -0.4074  3.8708
C  0.1491  -0.7999  -2.5109
C  -1.2770  -1.1281  -0.4142
C  0.0470  0.8868  0.3689
C  1.0789  -0.0447  2.5663
C  -0.9117  2.0737  0.5254
H  1.3002  0.2794  4.5647
H  -1.9738  -0.9354  -2.4503
H  -1.1589  -2.3415  -2.0640
H  1.4750  0.8857  -2.4552
H  -2.1768  -0.7698  -0.1184
H  -1.8020  2.0490  -0.0614
H  2.7972  -0.5661  3.6404
H  0.2502  -0.9043  -3.5674
H  0.9576  -1.3554  -2.0543
H  -1.0576  2.0457  1.5611
H  -0.3307  1.3521  -2.5755
H  1.4510  -1.4857  4.2203
H  -1.1431  -2.1838  0.0006
H  -0.2212  2.8120  0.2394

- ΔE to the lowest compared entry with this formula, charge and spin: 147.18 kcal per mole
- E_tot: -442.75232 a.u.
- Molar mass: 140.2 g mol⁻¹
- HOMO energy (alpha / beta): -11.56 / -11.56 eV
- Charge: +1
- Orbital gap (alpha / beta): 7.5 / 7.5 eV

=====

(5)
Below is a gas-phase ion, C8H14NO3 (charge +1) in a non-equilibrium geometry, with properties calculated with ωB97M-V with the def2-TZVPD basis set.

Cartesian coordinates (Å):
O  2.9937  -0.9802  -0.7458
O  -2.8648  2.2306  -0.5900
O  1.4731  2.1579  0.1257
N  0.1726  0.0369  1.3650
C  2.2190  -0.2048  0.1687
C  2.1995  1.2370  -0.4944
C  -2.2026  1.0704  -0.5349
C  -2.5554  -0.0042  0.1802
C  -2.2522  -1.4351  0.0372
C  0.8534  -0.7520  0.3960
C  -1.0631  -2.1110  -0.2801
C  0.3698  -1.6424  -0.4299
H  -1.3112  -3.1678  -0.5948
H  1.7400  1.0392  -1.5305
H  1.0651  -2.2243  -1.0560
H  -3.5396  0.0102  0.8520
H  -0.8913  -0.1740  1.2749
H  1.1643  2.7843  -0.5297
H  -1.2182  1.2088  -1.0263
H  3.2418  1.4944  -0.8763
H  -3.1432  -2.1109  0.2276
H  3.7110  -1.5093  -0.3222
H  -3.7692  2.2436  -0.2388
H  0.3603  1.0560  1.1105
H  2.7984  -0.1134  1.2029
H  0.4488  -0.1398  2.3090

- ΔE to the lowest compared entry with this formula, charge and spin: 46.53 kcal per mole
- E_tot: -593.34182 a.u.
- Molar mass: 172.2 g mol⁻¹
- HOMO energy: -12.03 eV
- SMILES string: [NH3+]\C(=C/C=C\C=C\O)[C@@H](O)CO
- Charge: +1
- Orbital gap: 8.5 eV

=====

(6)
Below is a molecular structure, C8H14NO5S in a non-equilibrium geometry, with properties calculated with ωB97M-V with the def2-TZVPD basis set.

Cartesian coordinates (Å):
S  -2.2489  1.0015  -0.0108
O  -2.8331  -0.4479  -0.3825
O  -2.1017  1.8133  -1.1825
O  -3.1682  1.5613  0.9862
O  -0.8051  -0.8922  -0.9958
O  -1.6371  -1.4807  1.2341
N  -0.8232  1.0360  0.7199
C  -1.8524  -1.4790  -0.0132
C  2.7593  1.1476  0.3308
C  1.6811  1.9856  -0.4418
C  1.9866  0.0887  1.2481
C  0.7528  1.0726  -1.2133
C  -2.2945  -2.7932  -0.5711
C  0.1241  -0.0483  -0.4491
C  1.0439  -0.8827  0.5011
H  -1.6517  -3.6786  -0.8647
H  -0.1144  1.7529  -1.5071
H  -2.6758  -2.6757  -1.5613
H  3.4295  1.8251  0.9304
H  1.0837  2.4957  0.3610
H  3.4018  0.6236  -0.3938
H  2.1675  2.6936  -1.1356
H  2.8011  -0.5111  1.7189
H  1.3413  0.7093  -2.0594
H  0.4601  -1.5465  1.1117
H  -3.0773  -3.0726  0.2038
H  -0.7385  0.6709  1.6594
H  1.5984  -1.5520  -0.2279
H  1.3907  0.5827  2.0044

- ΔE to the lowest compared entry with this formula, charge and spin: 37.97 kcal per mole
- E_tot: -1142.35845 a.u.
- Molar mass: 236.3 g mol⁻¹
- HOMO energy: -5.09 eV
- Charge: -1
- Orbital gap: 8.5 eV